DFT (the ωB97M-V functional and the def2-TZVPD basis) results for a cluster of 15 separate species, C55H110O35 in total.

```
200
Properties=species:S:1:pos:R:3:forces:R:3:mulliken_charge:R:1
C -1.25535 6.28795 -1.55216 0.3 0.8 -0.9 -0.68
O -0.94896 5.26250 -2.48855 -0.8 -0.2 -1.4 -0.42
C -0.13808 4.26824 -2.20220 -0.2 0.1 1.4 0.97
O 0.47141 4.20252 -1.15781 0.3 -0.2 0.0 -0.58
O -0.12379 3.35339 -3.16817 -0.1 0.7 0.5 -0.38
C 0.81453 2.29673 -2.92851 -0.2 -0.4 -0.3 -0.25
H -0.80976 6.10259 -0.58513 -0.1 0.0 0.2 0.30
H -2.32250 6.47417 -1.58283 -0.3 -0.7 0.5 0.25
H -0.90853 7.22143 -2.00331 0.6 -0.1 0.3 0.31
H 1.08968 2.02229 -3.93970 0.3 -0.5 0.0 0.32
H 0.36657 1.45090 -2.38054 -0.1 0.4 -0.3 0.01
H 1.65801 2.65099 -2.34775 0.1 0.1 -0.2 0.27
C -0.18259 -1.78346 -4.30767 -0.6 -1.0 0.4 0.87
O 0.19068 -0.79808 -5.30001 0.1 -0.5 -0.4 -0.19
C 0.66831 -1.29546 -6.47085 0.5 -1.6 1.3 0.65
O 0.76572 -2.46503 -6.81408 -0.7 1.2 0.6 -0.60
O 1.17498 -0.30305 -7.15798 -0.7 0.8 0.5 -0.32
C 1.68439 -0.61566 -8.41754 1.7 1.3 -1.2 -0.76
H 0.26539 -2.72505 -4.57296 0.4 -0.2 0.0 -0.75
H -1.27016 -2.03013 -4.34953 0.6 0.8 0.1 0.36
H 0.13638 -1.54058 -3.25805 -0.3 0.5 -1.2 -0.11
H 2.62653 -1.19499 -8.36768 -0.5 0.2 0.1 0.27
H 1.91872 0.39860 -8.82351 0.0 -0.9 0.0 0.24
H 0.99172 -1.09786 -9.08223 -0.5 -0.3 0.0 0.37
C -2.88023 3.80089 0.30135 -1.4 0.8 -0.6 -0.84
O -2.50933 3.05104 -0.82317 0.4 -1.1 -1.1 0.38
C -3.41245 2.24178 -1.36927 0.1 -0.1 -0.6 0.32
O -4.60478 2.25499 -1.14876 0.9 -0.1 0.0 -0.72
O -2.75093 1.43832 -2.23212 -0.4 1.3 0.9 0.01
C -3.49915 0.51691 -3.00623 -0.4 -1.3 1.3 -0.25
H -2.00726 4.38237 0.49395 0.5 0.2 0.8 -0.37
H -3.24823 3.13782 1.06251 0.2 0.0 0.7 0.48
H -3.68075 4.50862 0.05037 0.1 -0.2 0.1 0.66
H -4.57234 0.49730 -2.78060 0.3 0.5 -0.2 0.03
H -3.13754 -0.46355 -2.65273 0.0 0.1 -0.7 -0.08
H -3.27865 0.70244 -4.03380 0.0 0.0 -0.7 0.32
C -1.30520 1.04606 6.27787 1.3 2.0 -0.9 -0.30
O -0.92748 -0.18721 5.75734 -1.1 -1.4 0.2 -0.30
C 0.21826 -0.39690 5.15308 1.7 -0.4 -0.7 0.83
O 1.07242 0.39531 4.85008 -0.3 1.0 0.3 -0.58
O 0.35656 -1.69357 4.90726 -0.9 -0.3 -0.1 -0.43
C 1.36256 -2.06091 3.93617 0.5 0.6 1.2 -0.43
H -2.30506 1.31501 5.96895 -0.2 -0.2 -0.4 -0.01
H -0.56873 1.82066 5.93972 -0.7 -0.5 0.2 0.06
H -1.28956 1.03098 7.33695 0.1 -0.3 1.1 0.42
H 2.33316 -2.10159 4.45278 -0.2 0.2 -0.3 0.40
H 1.37310 -1.36764 3.10516 0.1 0.1 0.0 0.03
H 1.09112 -3.04089 3.64688 -0.3 -0.9 -0.5 0.11
C -6.36140 2.00064 3.97523 -1.7 0.0 0.2 -0.58
O -5.09967 1.45228 4.37787 -0.9 0.8 -0.9 -0.27
C -4.89335 0.22913 3.88845 -1.4 -0.3 0.6 0.94
O -5.65362 -0.42766 3.19520 1.1 0.9 0.7 -0.71
O -3.77926 -0.17105 4.44155 -0.1 -0.3 0.2 -0.18
C -3.45822 -1.48643 4.05606 1.1 -0.8 -1.5 -0.60
H -6.41438 3.06942 4.26587 0.5 -0.6 -0.4 0.25
H -7.19011 1.50903 4.56631 0.9 0.3 -0.7 0.30
H -6.58678 1.83341 2.88597 0.5 0.3 1.1 0.10
H -4.14577 -2.28151 4.35697 -0.1 0.5 0.4 0.38
H -2.47439 -1.62234 4.47055 0.3 -0.5 0.0 0.14
H -3.43170 -1.49205 2.94713 0.2 -0.4 0.6 0.18
C -4.37435 -6.04347 3.98432 -1.7 0.4 -0.4 -0.87
O -4.03036 -5.24037 2.86496 0.2 0.2 0.7 -0.14
C -5.16532 -4.56269 2.34154 1.8 0.9 -1.1 -0.65
C -4.79111 -4.23008 0.87049 -1.4 -0.3 1.6 -0.81
O -3.94292 -3.10806 0.80726 -0.2 -0.5 0.6 0.26
C -3.73132 -2.78434 -0.51917 -0.8 -1.7 -2.2 -0.74
H -5.03265 -5.45276 4.70708 1.0 -0.7 -0.6 0.28
H -3.46812 -6.41792 4.46588 -0.3 0.1 -0.1 0.24
H -5.03215 -6.85999 3.57157 0.7 0.2 0.8 0.33
H -5.41235 -3.67205 2.95005 0.1 -0.2 -0.3 0.13
H -5.97867 -5.23770 2.33164 -1.2 -0.7 -0.1 0.67
H -5.68447 -4.09630 0.27543 -0.7 0.8 0.0 0.49
H -4.49462 -5.19747 0.45760 1.4 0.1 -0.1 0.29
H -4.68058 -2.56828 -1.06651 0.3 -0.4 0.4 0.32
H -3.24120 -3.67910 -1.01601 -0.3 1.1 0.1 0.45
H -3.17228 -1.90671 -0.70430 1.1 0.9 0.6 -0.28
C 2.37529 -1.52910 -1.23809 1.9 1.8 -0.9 -0.02
O 1.10661 -1.10827 -0.90948 -1.7 0.0 -2.0 0.64
C 0.80199 -1.06916 0.41939 -0.8 1.3 2.2 1.22
C -0.28387 0.04437 0.66019 -0.6 -0.6 0.9 0.17
O -0.38624 0.33459 2.09687 1.1 -0.3 -1.3 0.75
C -1.31356 1.33764 2.41628 -0.9 -0.5 -1.2 0.13
H 3.10792 -0.70063 -0.99476 -0.5 -0.7 -0.2 -0.26
H 2.45801 -1.68415 -2.34050 -0.3 -0.3 0.9 -0.32
H 2.68110 -2.36472 -0.65906 0.3 -1.2 0.3 -0.01
H 1.69841 -0.69770 0.94381 -0.2 -0.4 0.4 -0.84
H 0.44076 -2.03197 0.83390 0.4 0.4 -0.2 -0.58
H -1.33209 -0.23646 0.38962 0.8 -0.1 -0.4 -0.22
H 0.01951 0.91600 0.06596 -0.1 0.2 0.3 -0.08
H -1.13269 1.61384 3.43276 0.2 0.4 0.6 -0.38
H -2.35001 0.93207 2.36768 0.3 0.2 -0.1 -0.04
H -1.26719 2.20162 1.72404 0.2 -0.3 0.4 -0.33
C 7.28853 2.24851 -1.23469 0.0 2.6 -2.3 -1.01
O 6.27914 1.48218 -1.87558 -0.1 0.7 -0.2 0.19
C 5.91609 1.94904 -3.18595 -0.1 0.7 1.5 -1.28
C 4.61713 1.31316 -3.60499 0.5 0.3 -0.9 0.28
O 4.82213 0.07121 -4.26385 -0.8 0.2 -0.3 -0.44
C 3.68771 -0.39057 -5.02148 -1.1 0.7 -0.1 -0.35
H 8.16902 2.38050 -1.95341 -0.8 -0.4 1.2 0.27
H 7.50570 1.74503 -0.34728 0.8 -0.9 1.3 0.33
H 7.00940 3.35471 -0.92013 -0.1 -2.0 -0.8 0.27
H 6.71538 1.81659 -3.86571 1.0 -0.9 -1.0 0.51
H 5.86192 3.04871 -3.19506 -0.6 0.0 0.4 0.49
H 4.13068 2.00992 -4.28025 -0.2 0.2 -0.4 0.53
H 3.98983 1.23471 -2.73854 -0.5 -0.4 0.7 -0.33
H 2.72377 -0.45637 -4.42398 1.2 0.0 -0.2 0.02
H 3.99941 -1.38011 -5.33709 -0.3 -0.1 -0.2 0.19
H 3.34004 0.23606 -5.94057 1.2 -0.6 1.4 0.33
C 0.90371 5.90518 4.61021 -0.6 0.8 0.2 -1.00
O -0.05585 5.51123 3.65959 0.4 -1.1 0.1 -0.17
C 0.43346 4.49283 2.81085 -0.5 -0.5 -2.5 0.19
C 1.11578 3.26850 3.42034 -0.5 0.9 2.6 0.79
O 2.44982 3.67813 3.59756 0.4 0.1 -0.4 -0.48
C 3.26094 2.78417 4.28933 1.6 -0.6 0.3 -0.62
H 1.80620 6.34176 4.18584 -0.1 0.5 -0.3 0.33
H 1.26939 5.11805 5.22130 0.1 -1.1 0.6 0.32
H 0.32449 6.56254 5.24690 0.4 0.6 0.2 0.30
H 1.12887 4.97976 2.06691 -0.3 -0.6 0.7 0.60
H -0.43310 4.14130 2.20165 0.4 0.4 0.5 -1.04
H 1.06509 2.31549 2.91842 -0.2 -0.1 -0.8 0.04
H 0.64011 3.01451 4.45901 0.6 0.6 -1.4 0.03
H 3.21568 1.74349 3.92489 -0.2 0.3 -0.2 0.00
H 2.97216 2.71903 5.34518 0.1 0.2 0.1 0.32
H 4.34747 3.12133 4.19386 -1.5 -0.2 0.2 0.35
C 2.95864 2.57023 0.22168 -0.8 -0.1 -1.2 -0.62
O 3.39996 1.27469 0.43819 -1.2 -0.7 0.3 0.87
C 4.59869 1.22863 1.07809 1.7 -0.2 1.2 -0.41
C 5.06832 -0.19731 1.26975 -0.3 0.1 1.2 0.49
O 4.27722 -0.85477 2.28903 0.9 -0.7 -0.6 -0.17
C 4.80836 -2.17477 2.48433 0.1 0.0 -1.1 -0.70
H 3.70018 3.16721 -0.26459 0.9 0.5 -0.5 0.36
H 2.65255 3.14050 1.07902 -0.3 -0.1 0.8 -0.26
H 2.15653 2.43336 -0.49049 -0.5 0.5 0.2 -0.23
H 4.62496 1.72669 2.08517 -0.3 -0.2 -0.7 -0.20
H 5.31434 1.73875 0.43294 0.5 0.1 0.1 0.00
H 6.11561 -0.16174 1.64358 -0.3 -0.1 -0.5 0.72
H 4.97042 -0.76334 0.34631 0.3 0.0 -0.2 -0.79
H 5.84018 -2.17640 2.82225 0.5 0.4 -0.2 0.39
H 4.74596 -2.85394 1.59056 -0.1 0.9 0.4 0.05
H 4.30162 -2.68777 3.25523 -1.1 -0.2 0.9 0.32
O 2.52333 -4.43860 0.92426 1.9 0.2 0.2 -0.63
C 1.41014 -4.61373 0.56277 -0.8 -0.6 0.4 0.52
O 0.39174 -4.26862 1.34587 -0.9 0.1 0.8 -0.18
C -0.86661 -4.41032 0.66306 -0.5 -0.1 -0.3 -0.28
C -0.49363 -4.58111 -0.81428 0.0 -0.9 -0.4 0.23
C 0.86824 -5.22315 -0.66844 0.0 -0.8 -0.4 -0.62
H -1.37264 -3.47692 0.81777 -0.6 0.3 0.3 0.00
H -1.48156 -5.24204 1.08633 0.7 0.6 -0.2 0.16
H -0.35348 -3.65291 -1.34753 -0.3 0.5 0.0 -0.25
H -1.16380 -5.22723 -1.41117 0.2 0.5 0.5 0.66
H 1.58346 -5.10201 -1.44598 0.3 0.2 -1.0 0.08
H 0.73094 -6.29922 -0.52411 0.2 0.0 0.2 0.44
O -6.57424 -0.81246 -2.51065 0.1 0.5 -0.6 -0.66
C -6.88387 -0.22655 -1.51206 0.0 -0.7 -0.2 0.61
O -6.90584 -0.91937 -0.35772 -0.2 -0.1 0.2 -0.29
C -7.41097 -0.09702 0.68825 0.2 0.8 0.5 0.13
C -7.10800 1.34227 0.20895 -1.6 -0.2 1.2 -0.10
C -7.31103 1.20424 -1.25439 0.2 -0.3 -1.1 -0.48
H -6.90037 -0.36315 1.60147 0.1 0.0 0.0 0.01
H -8.47416 -0.26856 0.84027 -0.3 -0.1 -0.3 0.20
H -6.08122 1.58053 0.44424 0.1 0.4 0.1 -0.07
H -7.86547 2.06646 0.58762 0.9 -0.3 0.3 0.37
H -6.71123 1.90474 -1.82249 -0.1 -0.1 -0.3 0.17
H -8.36817 1.29060 -1.52723 0.1 0.0 -0.1 0.42
O 6.04106 -3.42556 -4.83759 -0.4 -0.5 -1.2 -0.62
C 6.12622 -3.13730 -3.69049 0.5 0.2 0.6 0.53
O 5.36478 -3.67736 -2.73048 -0.1 -0.6 0.8 -0.34
C 5.89019 -3.27296 -1.44852 -0.7 2.6 0.2 -0.12
C 6.43701 -1.80063 -1.75157 -0.5 -2.2 0.3 0.68
C 7.04242 -2.12690 -3.08833 1.1 1.1 -0.3 -0.52
H 6.69367 -3.89459 -1.11645 0.4 -0.7 0.1 0.38
H 5.08471 -3.22798 -0.70625 0.1 -0.4 -0.4 -0.27
H 7.19209 -1.47695 -1.04255 -0.3 0.2 0.2 0.56
H 5.56801 -1.16102 -1.81941 0.1 0.5 0.0 -0.81
H 8.06476 -2.54164 -2.87820 -0.8 0.2 -0.7 0.41
H 7.06290 -1.29149 -3.80545 0.4 -0.2 0.4 0.09
O -3.64576 6.63662 1.99117 -0.6 0.0 -1.2 -0.62
C -3.47527 6.03998 3.00301 1.1 0.9 1.2 0.28
O -3.53408 4.70473 3.12811 -0.1 -0.5 1.4 -0.10
C -3.00320 4.36195 4.49157 -1.3 -0.6 -0.3 1.32
C -3.18530 5.59974 5.34095 -1.6 0.0 1.1 -0.63
C -2.96494 6.69839 4.30238 -0.1 -2.1 -0.4 -0.18
H -1.96914 4.26663 4.32738 1.4 -0.5 -0.2 -1.03
H -3.42807 3.39915 4.89342 0.1 1.1 -0.8 0.07
H -2.43771 5.63553 6.10148 0.8 -0.1 0.5 0.36
H -4.14700 5.58506 5.98793 1.1 0.3 -1.7 0.24
H -1.89057 6.81301 4.13934 -0.1 0.1 0.0 -0.21
H -3.40818 7.62915 4.47565 -0.7 1.3 0.2 0.56
O 0.20568 -4.99341 -3.97749 0.2 -0.2 0.2 -0.59
C 1.01745 -5.08501 -4.86010 -1.1 -0.2 -1.4 0.19
O 2.16345 -4.41011 -4.84559 0.9 0.2 0.0 0.20
C 3.00058 -4.63987 -6.01952 -0.9 1.5 -0.7 -0.05
C 2.08005 -5.34350 -7.00409 -0.8 -0.4 -0.3 -0.64
C 0.89480 -5.90594 -6.17194 1.0 -0.5 0.7 -0.70
H 3.90276 -5.13868 -5.72528 0.3 -0.3 0.3 0.44
H 3.26267 -3.64337 -6.49933 -0.1 -1.0 1.1 -0.06
H 2.54413 -6.09611 -7.60831 0.6 -0.6 -0.1 0.51
H 1.75683 -4.58226 -7.72093 -0.4 -0.2 0.3 0.12
H 0.93506 -6.98288 -5.85085 0.8 0.8 -0.3 0.33
H -0.05295 -5.93559 -6.69538 -0.3 0.9 0.2 0.33
```
Positions in Å, forces in eV/Å.

HOMO energy: -9.39 eV
spin multiplicity: 1
total energy: -4794.84826 hartree
maximum force: 3.42 eV Å⁻¹